[1]
{"formula": "C3H11NOS2", "method": "the ωB97M-V functional and the def2-TZVPD basis", "species": ["C", "S", "S", "C", "C", "N", "H", "H", "H", "H", "H", "H", "H", "H", "H", "O", "H", "H"], "xyz": [[3.20251, 0.99162, -1.38610], [1.99401, -0.04106, -0.59375], [0.19950, 0.76673, -1.23607], [-0.92730, 0.34971, 0.13693], [-1.99018, -0.70355, -0.08125], [-3.25693, -0.56986, 0.67594], [4.05605, 0.39389, -1.71648], [2.96542, 1.52399, -2.30815], [3.68193, 1.74077, -0.74984], [-1.48880, 1.29269, 0.27332], [-0.33267, 0.29190, 1.05304], [-1.63513, -1.70240, 0.20913], [-2.15411, -0.75712, -1.15726], [-3.23271, 0.36615, 1.06294], [-3.43409, -1.31524, 1.32180], [-1.30970, -1.54713, 3.40303], [-1.78160, -1.44873, 4.20905], [-1.90068, -1.47475, 2.66479]], "forces_ev_per_a": [[1.611, 0.990, -0.516], [-0.028, -0.675, 0.122], [-0.424, -0.117, -0.251], [-0.273, 1.758, 0.852], [0.116, -2.229, -0.045], [1.049, 1.420, -1.122], [-0.266, -0.543, 0.204], [-0.845, -0.201, 0.094], [-0.516, 0.007, 0.345], [0.180, -0.075, -0.098], [-0.085, -0.429, -0.073], [0.457, 0.155, -0.400], [-0.359, 0.072, -0.055], [-0.696, -0.340, 0.592], [0.022, 0.136, 0.341], [1.522, -0.279, -0.535], [-0.850, 0.159, 0.804], [-0.615, 0.192, -0.259]], "lowdin_charge": [-0.530, 0.450, 0.498, -0.573, -0.349, 0.000, 0.028, 0.036, 0.031, 0.065, 0.064, 0.110, 0.087, 0.061, 0.046, -0.027, 0.020, -0.018], "e_homo_ev": -7.9271, "orbital_gap_ev": 8.612}

---

[2]
{"formula": "C40H38BNO2P2Rh", "method": "the ωB97M-V functional and the def2-TZVPD basis", "species": ["Rh", "C", "P", "C", "C", "C", "C", "C", "C", "C", "C", "C", "C", "C", "C", "C", "C", "C", "C", "C", "P", "C", "C", "C", "C", "C", "C", "C", "C", "C", "C", "C", "C", "N", "H", "H", "H", "H", "H", "H", "H", "H", "H", "H", "H", "H", "H", "H", "H", "H", "H", "H", "H", "H", "H", "H", "H", "H", "H", "H", "C", "C", "C", "C", "C", "C", "C", "C", "O", "B", "O", "C", "C", "H", "H", "H", "H", "H", "H", "H", "H", "H", "H", "H", "H"], "xyz": [[0.36853, 0.00040, -2.04602], [1.99766, 2.43610, -0.57461], [2.25246, 0.59348, -0.61041], [1.97960, -0.02504, 1.07433], [1.91529, 0.75885, 2.22070], [1.65512, 0.17345, 3.45334], [1.46603, -1.19526, 3.55088], [1.54142, -1.98747, 2.41245], [1.79193, -1.40538, 1.18103], [4.03704, 0.43661, -0.90505], [4.94355, 0.15123, 0.11213], [6.29727, 0.05928, -0.17750], [6.74889, 0.25358, -1.47539], [5.84666, 0.53535, -2.49262], [4.49278, 0.61736, -2.21038], [0.92218, 2.90258, -1.49088], [0.35152, 4.22513, -1.58058], [-0.51072, 4.19727, -2.63064], [-0.45541, 2.86154, -3.17359], [-1.10166, 2.40412, -4.43199], [-1.51535, 0.63215, -4.81574], [-2.56390, 0.11861, -3.41421], [-3.10751, -1.16768, -3.48327], [-3.92951, -1.64407, -2.47474], [-4.26456, -0.82279, -1.40649], [-3.78011, 0.47556, -1.35830], [-2.92923, 0.94181, -2.35051], [0.09477, -0.23355, -4.52486], [0.17626, -1.50702, -3.92527], [1.39430, -2.20627, -3.90591], [2.51862, -1.67650, -4.50560], [2.43938, -0.43428, -5.13058], [1.25472, 0.27757, -5.13278], [0.39853, 2.10855, -2.44351], [2.93980, 2.89147, -0.90131], [1.81755, 2.81397, 0.43137], [2.06578, 1.82861, 2.17559], [1.59772, 0.79282, 4.33882], [1.24984, -1.64505, 4.51067], [1.38496, -3.05554, 2.48030], [1.81977, -2.02229, 0.28921], [4.59424, -0.00400, 1.12511], [7.00126, -0.16403, 0.61273], [7.80529, 0.18029, -1.69591], [6.19963, 0.68086, -3.50498], [3.77908, 0.81645, -3.00311], [0.59313, 5.05735, -0.94020], [-1.10812, 5.00606, -3.01886], [-0.45721, 2.72167, -5.26115], [-2.03088, 2.95950, -4.58495], [-2.89489, -1.79677, -4.34092], [-4.32444, -2.64939, -2.53353], [-4.91200, -1.18869, -0.62063], [-4.04704, 1.12544, -0.53567], [-2.55034, 1.95308, -2.27235], [-0.71785, -1.99061, -3.55109], [1.43018, -3.18191, -3.43887], [3.44993, -2.22586, -4.49929], [3.31057, -0.01997, -5.62130], [1.22085, 1.23627, -5.63615], [-1.68767, 0.04774, 5.87987], [-2.87714, -0.63898, 5.19450], [-4.04818, 0.34847, 5.09988], [-3.31427, -1.82120, 6.05959], [-2.46286, -1.07082, 3.78729], [-2.48720, -2.40308, 3.37355], [-2.09837, -2.80401, 2.09207], [-1.67336, -1.82023, 1.23684], [-1.19196, -1.92795, -0.04968], [-0.84110, -0.63193, -0.41911], [-1.15798, 0.27575, 0.59605], [-1.64596, -0.49539, 1.63299], [-2.03508, -0.08906, 2.88173], [-1.96573, 0.36426, 6.88674], [-1.36172, 0.93168, 5.32979], [-0.84122, -0.63758, 5.95897], [-4.35329, 0.66436, 6.09895], [-4.90570, -0.11638, 4.61085], [-3.77929, 1.24215, 4.53529], [-3.59940, -1.45966, 7.04797], [-2.50842, -2.54529, 6.19153], [-4.17683, -2.33438, 5.63216], [-2.81853, -3.16808, 4.05983], [-2.12149, -3.84341, 1.79413], [-1.99062, 0.95805, 3.15125]], "forces_ev_per_a": [[0.098, 0.100, 0.115], [0.017, -0.011, -0.012], [0.076, -0.054, -0.063], [-0.001, -0.061, -0.054], [0.028, -0.010, 0.021], [0.014, 0.062, -0.019], [-0.013, -0.054, -0.040], [-0.018, 0.006, 0.028], [0.001, 0.068, -0.012], [-0.030, -0.006, 0.035], [-0.025, -0.012, -0.013], [0.026, 0.001, -0.033], [-0.009, -0.005, 0.036], [-0.010, 0.000, -0.008], [-0.027, 0.016, 0.014], [0.013, 0.089, 0.028], [0.043, -0.059, -0.021], [0.014, -0.044, -0.029], [0.005, 0.060, -0.065], [-0.037, -0.052, 0.035], [0.016, 0.029, -0.048], [0.010, -0.039, -0.008], [-0.017, 0.017, 0.015], [0.006, 0.010, -0.014], [0.014, 0.019, -0.003], [-0.006, -0.008, 0.013], [0.013, -0.014, 0.004], [0.012, -0.010, -0.057], [-0.005, 0.057, 0.064], [0.009, -0.027, 0.018], [-0.006, -0.032, 0.021], [-0.030, 0.042, -0.013], [0.022, 0.000, 0.012], [-0.115, -0.057, -0.004], [-0.014, 0.022, 0.020], [-0.025, -0.016, 0.035], [0.005, 0.029, 0.004], [-0.003, 0.007, -0.001], [0.006, -0.010, 0.002], [0.004, -0.008, 0.005], [0.000, -0.014, 0.006], [0.009, 0.001, 0.000], [0.003, -0.002, 0.007], [0.007, 0.001, 0.000], [-0.002, 0.003, -0.010], [0.014, 0.001, -0.015], [0.011, 0.011, 0.017], [-0.018, 0.001, -0.020], [-0.007, 0.035, -0.004], [0.016, 0.023, 0.005], [-0.007, -0.006, 0.003], [-0.004, -0.004, 0.004], [-0.005, -0.004, -0.002], [-0.004, 0.002, 0.011], [-0.002, 0.005, 0.004], [0.025, -0.017, -0.001], [-0.001, 0.002, 0.006], [0.005, -0.005, -0.001], [0.005, 0.006, -0.007], [0.005, 0.003, 0.001], [-0.019, -0.010, 0.015], [-0.004, -0.002, -0.012], [0.007, -0.008, 0.006], [0.020, 0.024, -0.021], [0.005, -0.020, -0.034], [-0.002, 0.015, -0.015], [-0.002, -0.034, 0.031], [-0.046, -0.015, 0.119], [0.087, 0.072, -0.124], [-0.200, -0.147, 0.082], [0.068, -0.017, -0.057], [-0.010, 0.055, -0.099], [0.003, 0.007, 0.059], [0.005, 0.003, 0.007], [0.013, 0.005, -0.004], [0.010, 0.003, 0.004], [-0.008, 0.005, 0.006], [-0.009, 0.004, -0.002], [-0.001, 0.002, -0.005], [-0.005, 0.003, 0.011], [0.000, -0.009, 0.002], [-0.010, -0.011, 0.006], [-0.001, -0.006, 0.006], [-0.004, -0.004, 0.001], [-0.006, -0.002, 0.004]], "lowdin_charge": [0.889, -0.206, 1.033, -0.385, -0.075, -0.063, -0.061, -0.053, -0.104, -0.359, -0.070, -0.064, -0.068, -0.072, -0.106, -0.278, 0.017, 0.007, -0.288, -0.289, 1.093, -0.415, -0.120, -0.057, -0.060, -0.070, -0.104, -0.449, -0.192, -0.071, -0.077, -0.084, -0.107, -0.007, 0.114, 0.087, 0.098, 0.111, 0.109, 0.118, 0.113, 0.105, 0.111, 0.110, 0.108, 0.085, 0.121, 0.122, 0.092, 0.096, 0.108, 0.114, 0.116, 0.119, 0.098, 0.091, 0.117, 0.115, 0.114, 0.104, -0.045, -0.560, -0.044, -0.066, -0.164, -0.014, 0.026, -0.222, 0.129, -0.609, 0.109, -0.199, 0.057, 0.089, 0.075, 0.081, 0.088, 0.092, 0.077, 0.089, 0.087, 0.089, 0.101, 0.125, 0.128], "e_homo_ev": [-9.5781, -10.5523], "spin_multiplicity": 5, "orbital_gap_ev": [7.662, 5.644], "total_charge": 1}

---

[3]
{"formula": "C3H4N2O", "method": "the ωB97M-V functional and the def2-TZVPD basis", "species": ["H", "N", "C", "C", "N", "O", "C", "H", "H", "H"], "xyz": [[-0.50809, -1.75848, 0.16185], [0.47029, -1.56294, 0.06331], [0.83949, -0.34118, -0.00285], [2.21858, -0.01927, 0.01707], [3.22489, 0.54838, -0.05953], [0.07933, 0.73014, -0.06108], [-1.34323, 0.66458, -0.04526], [-1.83772, 1.38984, 0.65430], [-1.45747, -0.33339, 0.33283], [-1.68607, 0.68231, -1.06064]], "forces_ev_per_a": [[-0.440, 0.145, -0.284], [1.620, 0.472, 0.193], [-2.463, -3.053, 0.369], [2.169, 1.921, -0.539], [-0.859, -1.066, 0.250], [0.385, 3.015, -0.014], [0.476, -1.078, 1.011], [0.957, -0.431, -0.895], [-1.433, -0.304, 0.333], [-0.413, 0.379, -0.424]], "lowdin_charge": [0.039, 0.174, -0.494, -0.115, 0.195, -0.052, -0.018, 0.121, 0.055, 0.096], "e_homo_ev": -10.8158, "orbital_gap_ev": 11.315}

---

[4]
{"formula": "C26H36BiN4O2SeSi", "method": "the ωB97M-V functional and the def2-TZVPD basis", "species": ["Bi", "C", "C", "C", "N", "C", "C", "C", "C", "C", "C", "C", "N", "C", "C", "C", "N", "C", "C", "C", "C", "C", "C", "C", "N", "C", "C", "H", "H", "H", "H", "H", "H", "H", "H", "H", "H", "H", "H", "H", "H", "H", "H", "H", "H", "H", "H", "H", "H", "H", "H", "H", "H", "O", "C", "O", "H", "C", "Si", "C", "C", "Se", "H", "H", "H", "H", "H", "H", "H", "H", "H"], "xyz": [[0.78875, 0.02017, -0.37808], [2.06983, 3.45125, 0.46079], [0.66424, 4.03605, 0.31642], [-0.36000, 3.23790, -0.50571], [-0.66258, 1.91329, 0.11238], [-1.90208, 1.48472, 0.07257], [-2.94061, 2.00106, -0.73996], [-4.30439, 2.03699, -0.52413], [-5.00657, 1.62737, 0.61200], [-4.44587, 0.91751, 1.68881], [-3.23094, 0.26317, 1.76240], [-2.09742, 0.30262, 0.91319], [-1.13141, -0.59543, 0.83728], [-1.33302, -1.90697, 1.52012], [-0.64013, -3.14903, 0.98327], [0.91391, -3.24053, 1.09074], [1.56979, -1.94510, 0.91878], [2.74310, -1.68725, 1.50995], [3.79771, -2.62879, 1.59492], [5.04471, -2.55228, 2.20688], [5.58286, -1.61153, 3.08464], [4.95146, -0.43478, 3.49284], [3.72189, 0.07049, 3.08380], [2.79499, -0.34534, 2.10587], [1.81069, 0.44587, 1.72085], [1.52568, 1.72917, 2.33327], [2.39513, 2.92397, 1.85003], [2.77921, 4.26110, 0.21798], [2.28650, 2.71182, -0.30958], [0.71995, 5.01770, -0.22325], [0.23569, 4.25036, 1.29311], [-0.08459, 3.08652, -1.55441], [-1.29596, 3.81106, -0.53394], [-2.55677, 2.42483, -1.66297], [-4.88570, 2.44068, -1.35435], [-6.05907, 1.90898, 0.72405], [-5.10447, 0.81351, 2.56029], [-3.12948, -0.40906, 2.61145], [-2.41337, -2.07538, 1.47696], [-1.11737, -1.79260, 2.59530], [-0.93221, -3.34019, -0.04177], [-1.02732, -4.02060, 1.50315], [1.23103, -3.90840, 0.26355], [1.21962, -3.63668, 2.08093], [3.65758, -3.54770, 1.01024], [5.70072, -3.38786, 1.96588], [6.53791, -1.90417, 3.52409], [5.46694, 0.18986, 4.23883], [3.47044, 1.02872, 3.53331], [1.65958, 1.59011, 3.42077], [0.47216, 1.90816, 2.12315], [3.45186, 2.61600, 1.90017], [2.32309, 3.75464, 2.57235], [2.37485, 0.78777, -2.35744], [1.44227, 1.07474, -3.21314], [0.19563, 1.13211, -2.93496], [1.76905, 1.29668, -4.23947], [-1.67581, -0.36941, -4.86479], [-1.83341, -1.71694, -3.56323], [-2.00957, -3.41030, -4.30930], [-3.35642, -1.32235, -2.53929], [0.03651, -2.35568, -2.37384], [-2.43540, -0.41672, -5.62881], [-0.70573, -0.49600, -5.33466], [-1.71996, 0.61442, -4.38159], [-2.92646, -3.55481, -4.85598], [-1.95814, -4.18466, -3.55119], [-1.17342, -3.58473, -4.99096], [-4.28123, -1.43329, -3.08419], [-3.25997, -0.27977, -2.20925], [-3.40847, -1.93706, -1.62716]], "forces_ev_per_a": [[-0.468, -1.700, -0.550], [0.383, 0.493, -0.249], [-0.372, 0.495, -1.181], [-0.570, -0.800, 0.395], [0.087, 1.197, -0.854], [0.729, 0.547, 0.583], [-0.173, 0.219, -0.142], [0.040, -0.309, -0.088], [0.037, 0.067, 0.692], [-0.551, 0.435, -0.637], [0.126, -0.517, 0.503], [-0.079, -1.201, -0.398], [-0.343, -0.525, 0.305], [-0.413, 0.852, 0.412], [0.855, 0.066, -0.256], [0.247, 0.128, -1.030], [0.345, 0.576, 0.918], [-1.083, -1.108, -0.567], [0.167, -0.343, 0.015], [-0.250, 0.090, 0.055], [-0.004, -0.200, 0.028], [-0.245, -0.209, 0.095], [0.735, 0.295, 0.393], [-0.180, 1.405, -0.437], [0.276, 0.131, -0.136], [0.628, 0.040, 0.474], [0.250, -0.422, 0.459], [-0.061, -0.264, 0.246], [-0.185, -0.306, -0.105], [0.061, -0.633, 0.517], [-0.061, -0.005, 0.196], [0.388, 0.042, 0.111], [0.100, 0.053, 0.081], [-0.190, 0.043, -0.015], [0.045, 0.090, 0.254], [0.396, -0.083, -0.223], [0.243, -0.210, -0.337], [0.081, 0.204, 0.017], [-0.029, -0.283, -0.040], [0.194, 0.087, -0.129], [0.072, 0.390, -0.326], [-0.180, -0.037, 0.493], [-0.086, -0.180, 0.586], [-0.101, -0.038, -0.486], [-0.178, 0.464, 0.195], [-0.095, 0.029, 0.155], [-0.127, 0.448, -0.121], [-0.153, -0.385, -0.348], [0.090, -0.252, -0.009], [-0.257, 0.378, -0.188], [0.013, 0.245, 0.195], [-0.238, 0.016, -0.163], [-0.251, -0.226, -0.108], [-1.458, 0.708, -1.570], [-0.341, -0.463, 2.458], [1.992, 0.162, -0.315], [-0.043, -0.043, -0.162], [0.258, 0.018, 0.573], [0.771, -0.602, 0.730], [-0.164, -0.278, -0.695], [0.595, 0.203, 0.818], [-0.139, 1.306, 0.339], [-0.453, -0.176, -0.294], [0.209, 0.203, -0.127], [0.192, -0.231, -0.149], [-0.579, -0.083, -0.469], [0.024, 0.033, 0.238], [-0.011, -0.003, -0.019], [-0.357, -0.012, -0.323], [-0.189, -0.123, -0.006], [0.028, 0.091, -0.279]], "lowdin_charge": [1.845, -0.216, -0.189, -0.217, -0.099, -0.291, -0.053, -0.107, -0.132, -0.108, -0.045, -0.274, -0.090, -0.214, -0.221, -0.238, -0.127, -0.264, -0.028, -0.107, -0.134, -0.096, -0.036, -0.249, -0.137, -0.242, -0.188, 0.108, 0.087, 0.116, 0.106, 0.101, 0.105, 0.112, 0.103, 0.085, 0.099, 0.094, 0.102, 0.119, 0.015, 0.100, 0.098, 0.117, 0.109, 0.096, 0.086, 0.103, 0.082, 0.108, 0.084, 0.104, 0.111, -0.280, -0.563, -0.230, 0.111, -0.222, 0.111, -0.318, -0.215, 0.202, 0.011, 0.019, 0.012, 0.005, 0.001, 0.016, 0.015, 0.003, 0.026], "e_homo_ev": -3.9758, "orbital_gap_ev": 6.496, "total_charge": -1}

---

no.,M (g/mol)
1,141.261
2,740.415
3,84.078
4,752.626